1.
The following is a quantum chemistry calculation of a cluster of 3 separate species, C24H46BBrN4O10P2 in total in a non-equilibrium geometry, from OMol25.

Calculated values
SMILES string = [H]/N=C(\C)C[C@@]1(B(N)O)[C@H](Br)NC(=O)[C@@H]1c1ccccn1.CCOP(=O)(OCC)OCC.CCOP(=O)(OCC)OCC
E_HOMO = -9.225 eV
Gap between HOMO and LUMO = 0.3507 Ha
Lowest unoccupied orbital energy = 0.3 eV

Each line ends with the Löwdin charge.
Positions of all 88 atoms, in Å:
H (-1.383, 2.647, 3.001)  0.06
N (-1.008, 3.564, 3.254)  0.16
C (-1.556, 3.913, 4.349)  -0.41
C (-2.561, 3.014, 5.042)  -0.03
C (-1.131, 5.241, 4.941)  -0.07
C (0.177, 5.179, 5.835)  -0.27
B (1.232, 6.113, 5.071)  -0.68
N (0.958, 7.496, 4.668)  0.15
O (2.462, 5.618, 4.752)  0.17
C (-0.230, 5.821, 7.179)  -0.62
Br (1.138, 6.945, 8.050)  0.76
N (-0.718, 4.729, 8.008)  0.09
C (-0.445, 3.508, 7.367)  -0.44
O (-0.933, 2.439, 7.643)  0.10
C (0.587, 3.759, 6.244)  -0.09
C (1.925, 3.571, 6.968)  -0.24
C (2.983, 3.002, 6.274)  -0.02
C (4.204, 2.760, 6.867)  -0.05
C (4.315, 3.112, 8.208)  -0.06
C (3.214, 3.684, 8.813)  -0.14
N (2.040, 3.914, 8.245)  0.11
H (-2.873, 3.423, 6.001)  0.07
H (-2.049, 2.080, 5.279)  0.08
H (-3.414, 2.795, 4.402)  0.08
H (-1.980, 5.630, 5.508)  0.12
H (-0.992, 5.904, 4.092)  0.11
H (0.725, 7.545, 3.680)  0.08
H (0.142, 7.875, 5.137)  0.07
H (2.939, 6.291, 4.252)  0.11
H (-1.053, 6.525, 7.116)  0.08
H (-1.718, 4.772, 8.168)  0.15
H (0.582, 2.977, 5.492)  0.15
H (2.834, 2.722, 5.238)  0.12
H (5.022, 2.307, 6.326)  0.11
H (5.230, 2.937, 8.756)  0.10
H (3.299, 3.952, 9.862)  0.11
C (-1.526, 3.208, -0.069)  -0.10
C (-1.228, 2.877, -1.518)  -0.27
O (-1.229, 1.462, -1.750)  -0.18
P (-2.620, 0.690, -1.933)  0.47
O (-3.312, 1.196, -3.130)  -0.22
O (-2.058, -0.767, -2.408)  -0.22
C (-2.675, -1.487, -3.477)  -0.29
C (-1.799, -1.454, -4.709)  -0.07
O (-2.827, 0.244, -0.413)  -0.19
C (-3.557, -0.959, -0.088)  -0.25
C (-2.593, -1.970, 0.483)  -0.07
H (-2.553, 2.935, 0.189)  0.07
H (-1.398, 4.274, 0.119)  0.08
H (-0.867, 2.652, 0.595)  0.07
H (-1.939, 3.366, -2.189)  0.11
H (-0.231, 3.227, -1.782)  0.12
H (-3.669, -1.095, -3.695)  0.11
H (-2.799, -2.519, -3.134)  0.11
H (-1.604, -0.427, -5.019)  0.08
H (-2.269, -1.986, -5.536)  0.07
H (-0.833, -1.916, -4.502)  0.08
H (-4.082, -1.352, -0.959)  0.11
H (-4.305, -0.689, 0.658)  0.12
H (-1.832, -2.237, -0.250)  0.08
H (-3.121, -2.874, 0.787)  0.08
H (-2.074, -1.555, 1.347)  0.08
C (3.029, -5.933, -9.989)  -0.08
C (1.784, -5.165, -9.588)  -0.27
O (1.126, -5.768, -8.466)  -0.18
P (1.679, -5.499, -6.986)  0.47
O (1.569, -4.066, -6.671)  -0.22
O (0.466, -6.170, -6.122)  -0.22
C (-0.052, -5.525, -4.957)  -0.29
C (-1.418, -4.943, -5.244)  -0.07
O (2.627, -6.778, -6.870)  -0.19
C (2.899, -7.386, -5.588)  -0.25
C (2.242, -8.744, -5.547)  -0.07
H (3.797, -5.866, -9.216)  0.07
H (3.442, -5.535, -10.917)  0.08
H (2.799, -6.989, -10.127)  0.08
H (2.019, -4.121, -9.367)  0.11
H (1.062, -5.176, -10.403)  0.12
H (0.630, -4.755, -4.595)  0.11
H (-0.127, -6.288, -4.177)  0.12
H (-1.375, -4.233, -6.070)  0.07
H (-1.814, -4.432, -4.365)  0.06
H (-2.113, -5.732, -5.535)  0.08
H (2.562, -6.751, -4.768)  0.11
H (3.982, -7.489, -5.505)  0.12
H (1.161, -8.655, -5.642)  0.08
H (2.472, -9.253, -4.610)  0.08
H (2.588, -9.358, -6.379)  0.08

2.
The following is a quantum chemistry calculation of a structure of composition C24H46Br4F2N3NiO15S2 in a non-equilibrium geometry, from OMol25.

Calculated values
⟨S²⟩ = 2.005
E_HOMO (alpha / beta) = -5.132 / -5.085 eV
Spin multiplicity = 3
Gap between HOMO and LUMO (alpha / beta) = 0.2346 / 0.2100 Ha
Lowest unoccupied orbital energy (alpha / beta) = 1.3 / 0.6 eV
Charge = -1

Each line ends with the Löwdin spin population.
Positions of all 97 atoms, in Å:
Ni (-2.212, -0.861, 0.759)  1.78
C (-1.387, -1.066, 4.882)  0.01
C (-1.836, -1.284, 3.602)  0.00
C (-2.044, -2.669, 3.077)  0.00
O (-2.501, -2.824, 1.864)  0.06
C (-1.733, -3.743, 3.836)  0.01
C (-1.390, -3.648, 5.255)  0.00
C (-1.198, -2.148, 5.808)  0.00
O (-1.037, -1.994, 7.005)  0.00
O (-1.410, -4.527, 6.087)  0.00
O (-1.851, -0.284, 2.784)  0.05
H (-1.003, -0.102, 5.185)  0.00
H (-1.796, -4.751, 3.449)  0.00
N (-0.512, -0.911, -0.195)  0.02
S (0.902, -0.249, -0.030)  0.00
O (1.400, 0.689, -1.015)  0.01
O (1.863, -1.024, 0.704)  0.00
F (0.247, 0.811, 1.033)  0.00
S (-0.007, -1.871, -1.503)  0.00
O (1.226, -2.652, -1.555)  0.01
O (-0.574, -1.338, -2.719)  0.00
F (-0.981, -3.123, -1.149)  0.00
C (1.335, 0.944, 4.070)  0.00
N (2.577, 1.108, 3.272)  0.00
O (2.691, 2.199, 2.711)  0.00
O (3.363, 0.213, 3.089)  0.00
H (1.477, 0.253, 4.894)  0.00
H (0.500, 0.755, 3.396)  0.00
H (1.146, 1.950, 4.442)  0.00
C (-3.719, -3.959, -1.639)  0.00
N (-4.307, -2.626, -1.312)  0.00
O (-3.649, -1.878, -0.620)  0.02
O (-5.397, -2.378, -1.738)  0.00
H (-3.278, -4.377, -0.734)  0.00
H (-2.833, -3.794, -2.253)  0.00
H (-4.447, -4.591, -2.130)  0.00
Br (1.830, -3.398, 4.281)  0.00
C (1.556, -4.074, 2.431)  0.00
C (0.965, -5.473, 2.482)  0.00
Br (0.633, -6.146, 0.638)  0.00
H (2.582, -4.206, 2.102)  0.00
H (0.990, -3.340, 1.871)  0.00
H (-0.016, -5.490, 2.944)  0.00
H (1.550, -6.166, 3.082)  0.00
Br (6.395, 0.916, -1.833)  0.00
C (4.837, 1.162, -0.619)  0.00
C (4.899, 2.496, 0.085)  0.00
Br (6.560, 2.689, 1.056)  0.00
H (4.895, 0.250, -0.029)  0.00
H (3.961, 1.022, -1.250)  0.00
H (4.019, 2.652, 0.705)  0.00
H (4.900, 3.257, -0.695)  0.00
C (-1.770, 2.046, -1.825)  0.00
C (-2.993, 1.123, -1.587)  0.00
O (-3.166, 0.699, -0.236)  0.02
C (-3.668, 1.754, 0.612)  0.00
C (-5.212, 1.895, 0.398)  0.00
H (-0.927, 1.344, -1.833)  0.00
H (-1.716, 2.455, -2.832)  0.00
H (-1.470, 2.732, -1.035)  0.00
H (-3.813, 1.740, -1.961)  0.00
H (-2.909, 0.206, -2.166)  0.00
H (-3.404, 1.442, 1.623)  0.00
H (-3.186, 2.712, 0.419)  0.00
H (-5.531, 0.870, 0.221)  0.00
H (-5.350, 2.564, -0.449)  0.00
H (-5.735, 2.313, 1.256)  0.00
C (0.648, -0.810, -7.769)  0.00
C (0.458, -1.682, -6.527)  0.00
O (1.668, -2.072, -5.952)  0.00
C (2.243, -1.147, -5.039)  0.00
C (3.622, -1.682, -4.736)  0.00
H (1.384, -0.022, -7.607)  0.00
H (0.971, -1.441, -8.597)  0.00
H (-0.301, -0.356, -8.060)  0.00
H (-0.282, -1.225, -5.858)  0.00
H (-0.097, -2.562, -6.866)  0.00
H (2.341, -0.161, -5.517)  0.00
H (1.561, -0.924, -4.213)  0.00
H (4.184, -1.819, -5.658)  0.00
H (3.620, -2.525, -4.047)  0.00
H (4.194, -0.916, -4.200)  0.00
C (-1.042, 4.791, 2.579)  0.00
C (-0.311, 3.771, 1.678)  0.00
O (0.054, 4.379, 0.429)  0.00
C (1.433, 4.626, 0.239)  0.00
C (1.763, 6.029, 0.796)  0.00
H (-1.889, 5.137, 1.970)  0.00
H (-1.572, 4.429, 3.460)  0.00
H (-0.559, 5.753, 2.747)  0.00
H (0.496, 3.280, 2.219)  0.00
H (-1.052, 3.091, 1.260)  0.00
H (2.087, 3.861, 0.668)  0.00
H (1.641, 4.547, -0.829)  0.00
H (1.333, 6.838, 0.198)  0.00
H (2.810, 6.229, 1.032)  0.00
H (1.263, 6.285, 1.734)  0.00